8
Properties=species:S:1:pos:R:3:forces:R:3 method="wB97M-V/def2-TZVPD" e_above_lowest_kcal_mol=41.6 smiles=N#[N+][O-].N#CN gap_ev=10.5889 e_lumo_ev=0.6
O 0.880039 1.129607 0.403412 -1.8901 1.7551 0.3125
N 1.952589 0.742666 0.196472 0.4148 -0.7682 0.4067
N 0.355068 -1.496175 -0.411237 0.2213 -0.6579 0.1304
N 2.941759 0.273290 0.082232 1.7703 -0.4125 -0.5248
N -1.589668 -0.040774 -0.135076 -3.8282 -1.5929 -0.7729
C -0.571680 -0.842317 -0.217593 1.3719 -1.0576 -0.7314
H -2.550835 -0.569427 -0.283718 2.6371 2.2887 0.8446
H -1.417274 0.803128 0.365505 -0.6970 0.4453 0.3350

25
Properties=species:S:1:pos:R:3:forces:R:3 method="wB97M-V/def2-TZVPD" e_above_lowest_kcal_mol=56.0 smiles=CC[C@@H](O)N(N)C(C)C gap_ev=9.7764 e_lumo_ev=1.0
O 0.447847 2.382897 0.435162 0.2675 0.8753 -0.2725
N 1.845566 -0.355327 -0.675921 -0.1099 -0.3574 -0.1299
N 0.657627 0.406099 -0.664764 -2.1852 -1.5662 -2.2130
C 0.889044 0.510271 1.979907 -0.9280 0.8377 -1.9803
C -1.529310 0.797819 -2.059141 0.1834 0.3775 0.2171
C 0.186558 1.004501 0.525128 1.3349 -0.3297 3.4617
C -1.185205 -1.441769 -0.952222 0.1700 -0.1506 0.2512
C -0.513894 -0.237756 -1.590715 1.9443 0.5595 0.6339
C 0.497646 -0.884809 2.403978 -0.1295 -0.2835 0.1937
H -1.840896 -1.948877 -1.671646 0.1081 0.1850 0.0946
H -2.176114 0.382323 -2.842835 0.1965 -0.1042 0.2182
H -0.444991 -2.176673 -0.619673 -0.0636 0.0630 -0.0313
H 0.978157 -1.655506 1.796911 -0.0844 -0.0137 0.0131
H 2.652625 0.196659 -0.385191 -0.5118 -0.0800 -0.1478
H 0.785663 -1.068992 3.446032 -0.0158 0.0008 -0.1723
H -0.587061 -1.033510 2.344776 0.1356 0.0108 -0.0368
H 0.536493 1.238459 2.718436 -0.0490 -0.0258 -0.2537
H 0.040673 -0.574476 -2.473837 0.1236 0.0751 0.2837
H 1.974619 0.635436 1.932866 -0.1134 -0.0159 -0.2037
H -1.032806 1.676358 -2.484316 -0.0378 -0.1335 0.1133
H -0.885779 0.904975 0.715014 -0.1050 -0.3518 -0.4051
H -2.181256 1.133408 -1.246281 0.0895 -0.0097 -0.0331
H -1.790872 -1.158415 -0.085752 0.0281 0.0150 -0.0773
H 1.792600 -1.206605 -0.115937 -0.0084 0.3237 0.1064
H 0.883064 2.473511 -0.429977 -0.2397 0.0987 0.3698

41
Properties=species:S:1:pos:R:3:forces:R:3 method="wB97M-V/def2-TZVPD" gap_ev="4.3022 / 4.3858" charge=+3 multiplicity=4 e_lumo_ev="-12.8 / -12.7"
Er -0.342557 -0.176285 -2.620853 0.3190 0.5312 2.8078
O 2.841943 -0.312986 -4.208218 -4.4763 0.1106 1.8058
O 0.297515 0.226942 -0.636030 -1.0992 -0.5726 -2.9413
O -3.889369 0.157808 -3.252037 5.3994 -0.5812 0.4612
O 0.485876 3.030824 -3.846407 -1.6072 -4.8026 1.4986
O -0.138302 -3.700625 -3.195454 -0.4672 5.5001 0.7034
N 0.367083 0.164426 1.698550 -0.3597 -0.2606 -0.7133
N 1.193051 0.598221 2.687907 0.2704 0.1744 -0.4087
C -0.159664 0.608137 -5.602350 -0.3844 -0.8376 -1.9087
C 0.145388 1.972840 -3.519570 1.9209 6.4627 -1.4466
C -0.899420 -0.420038 2.021486 -0.5707 0.3125 0.0521
C -1.273969 -1.642961 1.471518 0.3695 0.3664 0.1950
C -2.394387 -2.284430 1.987803 0.0328 0.1546 0.0304
C -3.129551 -1.683202 3.019647 -0.1422 0.1591 -0.1966
C 0.868780 0.539727 0.486125 1.9553 1.0802 2.6612
C -2.746215 0.036321 -3.132740 -6.4860 0.6837 -0.5894
C -0.232864 -2.557281 -3.041582 0.5311 -6.8206 -0.9017
C 1.786475 -0.288117 -3.743913 5.8954 -0.3138 -1.8166
C 3.244859 1.919017 3.012824 0.7201 0.4403 0.1638
C 2.215384 1.283798 2.154318 -0.3816 -0.0689 0.1092
C -1.715537 0.267330 2.923768 0.0145 -0.2179 0.1200
C 2.053319 1.277571 0.778070 -1.0983 -0.7160 -0.6649
C -0.253195 -0.752973 -5.705942 -0.0822 0.5985 -0.9871
C -2.833698 -0.377398 3.447691 0.0793 -0.3652 -0.2367
C 1.062567 0.193153 4.073764 -0.0526 -0.0514 0.9588
H 0.643946 -1.358864 -5.941076 -0.4582 0.3242 0.4888
H -1.049702 1.240382 -5.785745 0.3263 -0.4109 0.4991
H -3.969159 -2.225221 3.456612 0.2270 0.2016 -0.1161
H 2.805538 2.679857 3.687677 0.0828 -0.4839 -0.2964
H 2.701960 1.739452 0.070664 0.2766 0.1772 -0.2897
H 3.799584 1.185661 3.629332 -0.3459 0.2951 -0.3069
H -0.635758 -2.048689 0.684737 -0.1793 -0.3287 0.3759
H -1.455818 1.275795 3.250569 -0.0140 -0.3099 -0.0546
H -1.214729 -1.244909 -5.960413 0.4444 0.3090 0.6989
H 0.470606 -0.712689 4.169069 -0.0248 0.0578 -0.1688
H 0.620951 0.980843 4.690389 -0.0790 -0.0673 -0.2315
H 2.047352 -0.014838 4.488850 0.0633 0.0021 -0.2482
H 3.983769 2.446188 2.388459 -0.3081 -0.2786 0.2119
H -2.645847 -3.266494 1.594845 -0.1548 0.1694 0.2394
H -3.445515 0.136197 4.194679 0.1647 -0.3144 -0.2992
H 0.789304 1.107511 -5.877021 -0.3212 -0.3087 0.7416